Entry 1:
Entry from the OMol25 dataset: 8 unconnected molecules or ions with the total composition C22H46Br8N2O8 in a non-equilibrium geometry (the ωB97M-V functional and the def2-TZVPD basis).

```
86
C22H46Br8N2O8 (the ωB97M-V functional and the def2-TZVPD basis)
C 3.02237 3.22343 -1.74526
C 2.00212 2.74369 -2.76438
O 2.57365 1.86926 -3.73452
C 3.11048 2.45897 -4.78901
O 3.11709 3.63333 -5.01510
O 3.62730 1.50809 -5.57341
C 4.28915 1.96541 -6.76031
H 3.90833 3.56942 -2.29906
H 3.34208 2.42021 -1.08596
H 2.72665 4.12529 -1.21416
H 1.48685 3.54778 -3.29096
H 1.21560 2.17033 -2.26648
H 4.94717 1.15540 -7.06193
H 4.88460 2.86261 -6.59864
H 3.55833 2.17478 -7.54099
C 2.91771 -1.00520 -2.11396
C 3.84689 -2.12497 -1.71428
O 5.08484 -1.96182 -2.47254
C 5.38647 -2.93029 -3.32605
O 4.78772 -3.95358 -3.46428
O 6.50218 -2.66370 -4.00641
C 7.02113 -1.35320 -3.98602
H 2.50425 -1.22892 -3.09951
H 3.38746 -0.02471 -2.11820
H 2.04780 -0.90447 -1.45793
H 3.42832 -3.10172 -1.92703
H 4.18925 -2.01810 -0.68482
H 7.62010 -1.21155 -3.08667
H 6.23018 -0.60824 -4.01183
H 7.64567 -1.26022 -4.86785
C -0.36551 -1.32625 5.68820
N -0.79328 -1.45881 4.33958
C -2.20433 -1.58865 4.06321
C 0.10410 -1.51060 3.33429
O -0.19853 -1.63086 2.16965
H -0.53119 -0.28700 6.02589
H 0.69316 -1.51936 5.81759
H -0.98252 -1.91383 6.36744
H -2.33547 -1.93779 3.04876
H -2.67677 -2.26855 4.78017
H -2.74451 -0.64206 4.19270
H 1.14768 -1.39217 3.65654
C -2.47413 2.13893 3.66867
N -1.77733 3.09405 4.49828
C -0.35848 2.89960 4.77066
C -2.42142 4.17407 4.98441
O -1.90364 5.10345 5.54584
H -3.08947 1.42536 4.22906
H -1.69366 1.55973 3.17450
H -3.07298 2.59597 2.88582
H 0.16757 2.70483 3.83517
H 0.03757 3.79228 5.24408
H -0.20266 2.08056 5.48190
H -3.51418 4.10593 4.82310
Br 0.28860 -5.78790 -1.16315
C 0.87753 -4.39973 0.04825
C 2.37625 -4.40111 0.11451
Br 2.92895 -3.14026 1.49483
H 0.48388 -4.62581 1.03066
H 0.51632 -3.44367 -0.30924
H 2.89691 -4.10532 -0.78901
H 2.77098 -5.37220 0.40002
Br -5.69588 1.56621 -1.17071
C -5.97332 0.41121 -2.69982
C -4.75165 0.49034 -3.59120
Br -5.21351 0.13941 -5.43229
H -6.92229 0.60221 -3.18490
H -6.03399 -0.60389 -2.31065
H -4.01831 -0.24477 -3.26844
H -4.23442 1.44180 -3.54108
Br -8.00461 -0.83122 1.64732
C -6.91439 -0.32744 3.16330
C -5.65772 0.35777 2.76730
Br -4.56397 -0.60803 1.51366
H -6.78737 -1.23143 3.75021
H -7.50271 0.34821 3.78430
H -5.06430 0.60194 3.64935
H -5.89525 1.31884 2.31349
Br -1.04999 -0.57786 -2.20417
C -1.38363 -0.63665 -0.29596
C -0.80850 0.57450 0.35570
Br -1.94981 2.15457 0.07454
H -0.87891 -1.51023 0.11615
H -2.45107 -0.75007 -0.15864
H 0.14712 0.82897 -0.08585
H -0.75274 0.48552 1.43358
```

Values from the calculation:
ΔE to the lowest compared entry with this formula, charge and spin (kJ/mol): 0.0
Orbital gap (eV): 9.647

Entry 2:
Entry from the OMol25 dataset: a molecular structure, C22H46BrFGaO10S5 in a non-equilibrium geometry (the ωB97M-V functional and the def2-TZVPD basis).

```
86
C22H46BrFGaO10S5 (the ωB97M-V functional and the def2-TZVPD basis)
C 3.05617 -2.98647 -0.81846
C 2.08442 -1.94184 -0.25360
F 2.62598 -0.64571 -0.56820
Ga 0.19814 -2.19697 -1.05521
Br -1.41166 -3.16504 0.48451
H 2.63985 -3.43411 -1.72613
H 4.01088 -2.50948 -1.06169
H 3.22645 -3.80653 -0.11082
H 2.06457 -1.99219 0.84062
H -0.24174 -0.78944 -1.63547
H 0.31032 -3.18164 -2.33673
C -5.20800 1.12884 0.08358
C -5.52120 1.52262 -1.36463
C -4.27174 1.22626 -2.20107
S -3.41716 -0.12429 -1.36624
O -2.16618 0.37057 -0.87346
O -3.51827 -1.31559 -2.16631
C -4.55186 -0.24798 0.01407
H -6.10636 1.11186 0.70187
H -4.51366 1.85146 0.51708
H -6.36061 0.92330 -1.73011
H -5.80067 2.57278 -1.44403
H -4.51848 0.91680 -3.21363
H -3.59502 2.07864 -2.22773
H -3.99806 -0.51720 0.91056
H -5.28049 -1.02276 -0.22366
C 5.18975 2.57110 0.01933
C 5.00851 1.58030 -1.13460
C 4.66084 2.39452 -2.38715
S 5.41783 4.00813 -2.16260
O 4.38103 5.00695 -2.05706
O 6.51317 4.17003 -3.09165
C 6.07073 3.69119 -0.52614
H 5.64132 2.09731 0.88979
H 4.21841 2.97163 0.31807
H 5.94140 1.03538 -1.29424
H 4.23483 0.84470 -0.91823
H 5.05745 1.94393 -3.29326
H 3.58677 2.54052 -2.48644
H 6.03286 4.60579 0.06203
H 7.10294 3.36094 -0.64179
C -4.21051 -5.62154 5.64924
C -4.51407 -6.58717 4.49533
C -4.76727 -5.73986 3.24204
S -3.81967 -4.22195 3.45671
O -4.74396 -3.11936 3.57035
O -2.72662 -4.20144 2.52869
C -3.20690 -4.61494 5.09674
H -3.81473 -6.14322 6.52071
H -5.12624 -5.10729 5.95065
H -3.65365 -7.23924 4.33132
H -5.36995 -7.22465 4.71716
H -4.42988 -6.23401 2.33464
H -5.81652 -5.46598 3.14698
H -3.13607 -3.70293 5.68460
H -2.22082 -5.06257 4.97716
C -6.89510 7.26038 -0.06176
C -5.76150 7.88723 -0.88438
C -4.81076 6.75467 -1.29259
S -5.81322 5.26367 -1.37567
O -5.36826 4.37085 -0.34050
O -5.94607 4.84203 -2.74508
C -7.34216 6.02601 -0.83853
H -7.71969 7.95614 0.08873
H -6.51865 6.96548 0.92011
H -6.17770 8.35917 -1.77692
H -5.23382 8.65735 -0.32343
H -4.35840 6.92870 -2.26552
H -4.03529 6.58943 -0.54738
H -7.90968 5.31728 -0.23990
H -7.90444 6.30024 -1.73087
C 9.47951 -3.24142 -1.24424
C 8.64179 -4.30157 -0.51574
C 7.63114 -3.56051 0.36884
S 7.32255 -1.98209 -0.43541
O 7.81905 -0.92835 0.41597
O 5.98646 -1.95253 -0.95700
C 8.48215 -2.21961 -1.78042
H 10.07502 -3.67610 -2.04642
H 10.16207 -2.76121 -0.53922
H 8.11093 -4.91208 -1.24878
H 9.26430 -4.97048 0.07758
H 6.68966 -4.09745 0.45699
H 8.03547 -3.35452 1.35800
H 8.93401 -1.26570 -2.04232
H 7.92401 -2.61715 -2.62765
```

Values from the calculation:
Net charge: -1
Orbital gap (eV): 5.783

Entry 3:
Entry from the OMol25 dataset: 2 unconnected molecules or ions with the total composition C22H46NO10P in a non-equilibrium geometry (the ωB97M-V functional and the def2-TZVPD basis).

```
80
C22H46NO10P (the ωB97M-V functional and the def2-TZVPD basis)
C -8.01939 -6.08948 0.62570
C -6.38900 -5.82719 0.62075
C -5.96466 -5.59820 2.22088
C -4.44947 -4.97178 2.31185
O -3.67440 -5.44700 3.49803
N -2.78239 -4.45189 3.70345
C -2.60128 -4.13849 5.17216
C -1.18866 -3.40184 5.55875
O -1.48196 -2.52412 6.73563
C -1.79629 -1.16964 6.19111
O -3.08068 -0.73016 6.16252
C -1.46506 -4.81024 3.02199
O -0.79973 -5.86047 3.51622
O -1.08210 -4.00045 1.85486
C 0.13683 -4.49877 1.20005
C 1.43316 -3.75248 1.88584
C 1.67062 -2.36180 0.98747
C 2.89039 -1.43874 1.66082
C 2.30049 -0.05075 2.36657
C 3.03271 1.23837 1.66830
C 1.98048 2.30702 0.95188
O 0.77203 1.67277 0.41094
C -0.43765 2.47995 0.61282
H -8.54379 -5.81358 -0.40156
H -8.24689 -7.24297 0.83207
H -8.47785 -5.48404 1.54271
H -6.06403 -4.87089 0.00745
H -5.76958 -6.72749 0.17342
H -6.10219 -6.62326 2.77547
H -6.70793 -4.76551 2.62932
H -3.89174 -5.30498 1.31344
H -4.48906 -3.78720 2.42298
H -3.46622 -3.36629 5.45592
H -2.83895 -5.10653 5.81842
H -0.42970 -4.22869 5.93443
H -0.75107 -2.69709 4.73163
H -0.97237 -0.43522 5.78639
H 0.22240 -5.66298 1.12298
H 0.09329 -4.10102 0.07530
H 1.24209 -3.38227 2.98077
H 2.38816 -4.41910 1.75148
H 2.01215 -2.59846 -0.12061
H 0.72453 -1.67143 0.95773
H 3.70350 -1.20538 0.82824
H 3.40364 -2.15906 2.45399
H 1.13058 -0.03060 2.35408
H 2.61090 -0.14258 3.51520
H 3.83581 0.97128 0.85420
H 3.61308 1.88332 2.48837
H 1.79829 3.15285 1.73837
H 2.57805 2.79815 0.04292
H -0.83249 2.92963 -0.40687
H -1.26215 1.73716 1.05283
H -0.34249 3.34633 1.39222
C 1.49639 2.49261 -3.37364
C 1.36916 3.86557 -2.74246
O 2.32091 4.76706 -3.27316
P 2.11508 5.28707 -4.83142
O 1.09122 6.38950 -4.46552
O 3.39972 6.36321 -4.83621
C 3.14566 7.73362 -5.16331
C 2.89660 8.57089 -3.91631
O 3.25903 4.05535 -5.24024
C 3.57996 3.93020 -6.62101
C 4.33675 5.12226 -7.18551
H 1.22193 2.52323 -4.43233
H 0.83314 1.77335 -2.87331
H 2.52599 2.12853 -3.31085
H 0.36034 4.26876 -2.87467
H 1.55867 3.79007 -1.66649
H 2.31055 7.81144 -5.86967
H 4.02301 8.12403 -5.68816
H 2.22684 8.08103 -3.20200
H 2.46341 9.54098 -4.18257
H 3.83414 8.74724 -3.38444
H 2.66862 3.74314 -7.18478
H 4.21627 3.03911 -6.71243
H 3.66397 5.96472 -7.33230
H 4.76887 4.88194 -8.16286
H 5.14178 5.43837 -6.51623
```

Values from the calculation:
ΔE to the lowest compared entry with this formula, charge and spin (kJ/mol): 1412.4
Orbital gap (eV): 7.078

Among the records above, which one has the lowest orbital gap? C22H46BrFGaO10S5

Look up the orbital gap of the third one. 7.078 eV

Which of these has the lowest orbital gap? C22H46BrFGaO10S5

Which formula does entry 1 have? C22H46Br8N2O8